# 1
ORCA calculation (ωB97M-V/def2-TZVPD) on a molecular structure, C27H50MnP2 in a non-equilibrium geometry.

Results
charge: +1
max |F|: 4.68 eV/Å
relative energy (zero: lowest compared OMol25 entry of this formula, charge and spin): 1047.3 kJ/mol
HOMO level (spin up / spin down): -8.45 / -8.44 eV
multiplicity: 5
lowest unoccupied orbital energy (spin up / spin down): -4.326 / -3.829 eV
molecular weight: 491.58 g/mol

```
80
Properties=species:S:1:pos:R:3:lowdin_charge:R:1
Mn 0.54988 0.78520 -2.38760 0.5828
C -1.00218 -1.22043 0.34571 -0.2662
C 0.26089 -1.38565 -0.31102 -0.2567
C 0.53674 -0.03944 1.55479 -0.2635
C -0.83894 -0.38832 1.46933 -0.2374
C 1.21469 -0.65956 0.46818 -0.2743
C -2.23604 -2.00404 0.08827 -0.1022
H -2.02845 -2.80283 -0.63095 0.0528
H -3.03977 -1.34750 -0.30067 0.0316
H -2.60972 -2.45854 1.02543 0.0876
C -1.84451 -0.13467 2.52778 -0.0265
H -2.74269 -0.73666 2.34523 0.0728
H -2.13250 0.92566 2.58200 0.0715
H -1.43212 -0.42733 3.50662 0.0914
C 1.18389 0.46633 2.78471 -0.0575
H 1.18270 -0.34697 3.52986 0.0957
H 0.64623 1.31244 3.22868 0.0700
H 2.22321 0.75559 2.60153 0.0729
C 2.67854 -0.85293 0.44490 -0.0778
H 3.00781 -1.52650 1.26996 0.1040
H 3.19153 0.11382 0.59167 0.0735
H 3.01722 -1.29469 -0.50417 0.0396
C 0.62127 -2.52363 -1.19585 -0.0654
H 0.95546 -3.41387 -0.61440 0.1059
H 1.43325 -2.25790 -1.88113 0.0432
H -0.23283 -2.83854 -1.80784 0.0536
C -1.61073 2.03956 -4.59673 -0.1613
C -2.06810 0.68536 -4.89300 -0.2889
C -1.37300 -0.16888 -5.95614 -0.1296
C 0.16231 -0.38468 -5.83732 -0.1413
C 0.77063 -0.17990 -4.44757 -0.2548
C 1.49471 1.15690 -4.13988 -0.4570
C 0.98105 2.36481 -4.97769 -0.1463
C -0.48025 2.54192 -5.41830 -0.1339
H -1.53402 0.38602 -6.89219 0.1217
H 0.64437 0.27846 -6.56882 0.1169
H -1.85318 -1.15782 -6.12378 0.1220
H -0.60685 2.27357 -6.49308 0.1332
H -2.37408 2.81137 -4.33057 0.1529
H -3.17952 0.60840 -4.91854 0.1524
H -0.61315 3.63306 -5.44467 0.1301
H 1.29903 3.30162 -4.49451 0.1012
H 2.50507 0.97890 -4.62775 0.1101
H 1.57795 2.33491 -5.89292 0.1193
H 0.32227 -1.43741 -6.13498 0.1287
H 1.45186 -1.06235 -4.27481 0.1350
P -2.61766 -0.14916 -2.48788 0.9746
C -4.03407 1.03514 -2.51139 -0.2443
C -2.42744 -1.75647 -3.40285 -0.2185
P 2.74935 1.01557 -2.59726 0.9083
C -1.46633 0.81800 -3.52212 -0.4863
C 3.97407 -0.29182 -2.85846 -0.2301
C 3.21470 2.71838 -2.33062 -0.2227
H -3.97266 1.57905 -1.54421 0.0389
H -4.90790 0.36456 -2.50363 0.0495
H -4.06855 1.77569 -3.32300 0.0398
H -1.49690 -1.86030 -4.00868 0.0553
H -3.30886 -1.92953 -4.04160 0.0568
H -2.39614 -2.53709 -2.62653 0.0195
H 2.72466 3.34930 -3.08435 0.0458
H 4.30542 2.77095 -2.42936 0.0629
H 2.95532 3.02996 -1.30904 0.0564
H -1.01288 1.62388 -2.73103 0.1231
H -0.24968 -0.08784 -3.90584 0.0275
H 4.74158 -0.16665 -2.06833 0.0740
H 4.44855 -0.16806 -3.84302 0.0578
H 3.56198 -1.31709 -2.78747 0.0546
C -0.89403 3.01337 1.26119 -0.0806
C -1.24210 2.50263 -0.13957 -0.4740
C -2.18646 3.50986 -0.79273 -0.0862
C 0.10057 2.30426 -0.89500 -0.1177
H -0.35192 3.96517 1.14490 0.0943
H -0.21998 2.31046 1.76378 0.0417
H -1.77501 3.18216 1.88999 0.0867
H -1.74674 1.51897 -0.06436 0.1082
H -1.66090 4.46456 -0.94738 0.0876
H -2.56831 3.14765 -1.75890 0.0412
H -3.04252 3.69422 -0.12317 0.0933
H 0.28176 3.21588 -1.48674 0.0632
H 0.89126 2.25605 -0.11192 0.0678
```

=====

# 2
ORCA calculation (ωB97M-V/def2-TZVPD) on a molecular structure, C27H51Br20F4O3P in a non-equilibrium geometry.

Results
charge: 0
max |F|: 2.19 eV/Å
HOMO level: -8.37 eV
multiplicity: 1
lowest unoccupied orbital energy: 0.149 eV
molecular weight: 2128.75 g/mol

```
106
Properties=species:S:1:pos:R:3:lowdin_charge:R:1
C 8.59484 -0.26089 -2.62275 -0.2212
C 7.88908 0.68376 -1.62746 -0.4251
P 6.16760 0.97428 -2.15101 1.0132
C 5.58098 2.33698 -1.07539 -0.3803
C 5.80495 3.63365 -1.88263 -0.1695
O 5.31464 -0.47198 -1.73955 -0.1529
C 4.01736 -0.34904 -1.47126 -0.6078
O 3.50848 -0.84190 -0.51211 -0.0365
O 3.40943 0.39872 -2.46649 0.1112
C 2.03686 0.31133 -2.65897 -0.5219
F 1.58967 -0.92981 -2.49217 0.1345
F 1.83056 0.58977 -3.96243 0.1390
C 1.23301 1.40254 -1.85727 -0.3283
F 1.09078 2.48196 -2.68193 0.0635
F 1.95032 1.86674 -0.82555 0.0377
H 8.38652 -1.27859 -2.29342 0.0700
H 9.66396 -0.07410 -2.65224 0.0560
H 8.14252 -0.12218 -3.60336 0.0059
H 8.37671 1.66165 -1.62425 0.0548
H 7.94950 0.30475 -0.60294 0.0851
H 4.51795 2.27377 -0.83898 0.0643
H 6.09888 2.37248 -0.11325 0.0822
H 6.66988 3.51927 -2.53969 -0.0054
H 4.96012 3.76708 -2.55820 0.0739
H 5.92729 4.49471 -1.23204 0.0693
H 0.21154 1.06726 -1.60101 0.1055
Br -1.08255 4.30088 -5.78019 0.6190
C -0.85311 2.44358 -5.25089 -0.7197
C -1.28414 1.49551 -6.33676 -0.6899
Br -3.22274 1.37452 -6.46116 0.5908
H -1.41502 2.30786 -4.33205 0.0177
H 0.20805 2.33042 -5.04748 0.0361
H -0.94524 0.48665 -6.11156 0.0575
H -0.92537 1.78899 -7.31755 0.0503
Br 1.21168 -0.53835 0.43981 0.9095
C -0.59842 -0.77098 1.02610 -0.6976
C -0.85932 -0.49155 2.47404 -0.7337
Br -0.26405 -1.96434 3.61030 0.6212
H -0.87290 -1.78031 0.73486 0.0523
H -1.11153 -0.05103 0.38042 -0.0283
H -1.92911 -0.41024 2.64619 -0.0121
H -0.36552 0.40015 2.84263 0.0112
Br 2.07543 1.42172 5.75887 0.5937
C 3.14902 -0.16882 5.43835 -0.6992
C 4.27477 0.10037 4.47413 -0.6890
Br 3.60784 0.21807 2.65421 0.6469
H 2.46883 -0.93531 5.07889 0.0191
H 3.54065 -0.45417 6.41232 0.0558
H 4.98095 -0.72724 4.47810 0.0571
H 4.79986 1.02588 4.68759 0.0472
Br -2.72258 0.54404 -1.91314 0.6762
C -4.60062 0.24786 -1.46766 -0.6715
C -4.88717 0.50727 -0.01278 -0.6850
Br -4.30518 -0.96666 1.12094 0.6739
H -4.84708 -0.76459 -1.76904 0.0440
H -5.14125 0.95333 -2.09424 0.0642
H -5.95661 0.57396 0.15743 -0.0067
H -4.40312 1.40993 0.35026 0.0324
Br -7.71423 -3.25421 2.13673 0.6244
C -8.43641 -3.60151 0.36467 -0.6824
C -7.66189 -2.87340 -0.69950 -0.6813
Br -8.07628 -0.97360 -0.72692 0.6787
H -9.48515 -3.32507 0.39515 0.0522
H -8.34960 -4.67584 0.21393 0.0483
H -7.92978 -3.24322 -1.68689 0.0635
H -6.58794 -2.95542 -0.55845 0.0067
Br -1.71140 2.74970 1.94294 0.6828
C -3.21884 2.46064 3.14156 -0.6686
C -3.78756 3.76231 3.63528 -0.6947
Br -2.66031 4.56709 4.99823 0.6270
H -2.86306 1.82059 3.94324 0.0583
H -3.95958 1.92146 2.55434 0.0305
H -4.75000 3.59986 4.11527 0.0646
H -3.89878 4.49884 2.84602 0.0141
Br -4.29606 -5.05372 0.07723 0.6204
C -5.20285 -6.77449 0.09016 -0.6841
C -6.17169 -6.88153 1.23763 -0.7030
Br -5.25774 -7.17997 2.92165 0.6197
H -4.43204 -7.53745 0.12391 0.0476
H -5.72845 -6.83229 -0.86061 0.0582
H -6.81953 -7.74593 1.10318 0.0526
H -6.77496 -5.98822 1.36823 -0.0071
Br -2.80315 10.18836 1.18445 0.6045
C -2.20540 9.07248 2.66070 -0.6996
C -2.68417 7.65318 2.52192 -0.6958
Br -4.57001 7.47949 2.96843 0.6128
H -2.55721 9.54352 3.57249 0.0502
H -1.11902 9.10734 2.62738 0.0586
H -2.16304 7.00590 3.22527 0.0217
H -2.56319 7.26701 1.51505 0.0543
Br -5.38564 -10.93148 1.63718 0.5949
C -4.95890 -11.20128 3.51297 -0.6997
C -3.47551 -11.31532 3.73745 -0.7024
Br -2.79106 -13.04941 3.18542 0.6065
H -5.50242 -12.08365 3.83388 0.0504
H -5.35153 -10.32444 4.02423 0.0376
H -3.24820 -11.23857 4.79813 0.0585
H -2.91379 -10.56617 3.18933 0.0500
Br 8.94757 2.34215 -4.52216 0.7250
C 10.10336 3.89576 -4.72834 -0.6735
C 10.53368 4.46349 -3.40293 -0.6937
Br 9.11524 5.47521 -2.54365 0.6347
H 9.56178 4.61141 -5.33794 0.0514
H 10.97100 3.53478 -5.27622 0.0574
H 11.34694 5.17171 -3.54364 0.0570
H 10.83897 3.69433 -2.70094 0.0502
```